(1)
C18H23O5P in the gas phase. Source: the Open Molecules 2025 dataset; level of theory: the ωB97M-V functional and the def2-TZVPD basis.

```
47
Properties=species:S:1:pos:R:3:mulliken_charge:R:1
C -2.72041 -3.85950 -0.89371 -1.068
C -1.52643 -3.63545 -0.38025 0.032
C -1.26042 -2.69725 0.75233 -0.643
H -1.10634 -3.25244 1.68891 0.518
H -2.08410 -1.99068 0.88551 0.299
O -0.07246 -1.95153 0.48882 -0.089
C 0.86648 -1.90856 1.43926 0.552
O 0.78900 -2.48945 2.48972 -0.641
C 2.03426 -1.06134 1.00670 -0.351
C 1.90940 -0.59840 -0.43223 -1.369
P 0.38989 0.45767 -0.57833 1.315
O -0.22846 0.89411 0.68096 -0.922
C -0.77608 -0.38896 -1.69693 0.344
C -0.37613 -1.06045 -2.84216 -0.546
C -1.32344 -1.63903 -3.66740 -0.793
C -2.67044 -1.53666 -3.36000 -0.401
C -3.07271 -0.84921 -2.22731 -0.833
C -2.12478 -0.27717 -1.39853 -0.492
H -2.41061 0.26284 -0.50731 0.512
H -4.12376 -0.75874 -1.99392 0.445
H -3.40661 -1.98858 -4.00842 0.429
H -1.01204 -2.16842 -4.55644 0.413
H 0.67322 -1.12583 -3.09258 0.433
H 1.83027 -1.44806 -1.11034 0.749
H 2.78055 -0.00196 -0.69815 0.510
H 2.95363 -1.62607 1.17735 0.487
H 2.06192 -0.18558 1.66060 0.111
H -0.65106 -4.14288 -0.76238 0.317
H -2.87048 -4.56012 -1.69610 0.300
H -3.59854 -3.35963 -0.52140 0.302
C 0.86931 1.91660 -1.64831 -0.844
C 0.82412 3.16803 -0.78678 -0.512
C 1.62692 2.92104 0.46831 0.551
O 2.44992 2.04410 0.56687 -0.579
O 1.33508 3.79024 1.42502 -0.367
C 1.91685 3.55810 2.71153 -0.302
C 1.07143 2.61214 3.51125 0.144
C 0.86409 2.72338 4.80858 -1.010
H 0.26643 2.00880 5.34637 0.294
H 1.29245 3.52546 5.38795 0.288
H 0.63148 1.80972 2.93479 0.230
H 1.99465 4.53632 3.19010 0.359
H 2.91931 3.13160 2.57043 0.270
H 1.23367 4.03571 -1.30958 0.419
H -0.19860 3.39941 -0.48792 0.285
H 0.16195 1.99917 -2.47563 0.455
H 1.86765 1.76754 -2.05924 0.398
```

The calculation puts the max |F| at 2.5 eV Å⁻¹. Its energy relative to the best compared isomer or geometry (same formula, charge and spin) is 14.45 kJ/mol. The calculation puts the molar mass at 350.35 g/mol. Its gap between HOMO and LUMO is 0.37395 Eh. The charge is 0. For the total energy, the calculation gives -38565.98133 eV.

---

(2)
2 unconnected molecules or ions with the total composition C2H5FIN. Source: the Open Molecules 2025 dataset; level of theory: the ωB97M-V functional and the def2-TZVPD basis.

```
10
Properties=species:S:1:pos:R:3:mulliken_charge:R:1
C -0.60665 0.96155 -0.58159 -1.071
C 0.13700 -0.33692 -0.34039 -0.033
N -0.00881 -0.76414 0.96184 -0.292
F 1.14877 -2.36373 0.88432 -0.439
I 0.71589 0.14682 2.50477 0.333
H -1.61339 0.74508 -0.15608 0.308
H -0.15900 1.67218 0.02653 0.348
H -0.46251 1.41394 -1.60230 0.319
H -0.28794 -1.22220 -0.97050 0.241
H 1.13664 -0.25257 -0.72660 0.287
```

The calculation puts the max |F| at 4.1 eV Å⁻¹. Its energy relative to the best compared isomer or geometry (same formula, charge and spin) is 430.85 kJ/mol. The calculation puts the molar mass at 188.97 g/mol. Its gap between HOMO and LUMO (alpha / beta) is 0.29133 / 0.28927 Eh. The charge is 0. For the total energy, the calculation gives -14458.57860 eV.

---

(3)
A molecular structure, C14H35N3O9Ti. Source: the Open Molecules 2025 dataset; level of theory: the ωB97M-V functional and the def2-TZVPD basis.

```
62
Properties=species:S:1:pos:R:3:lowdin_spin:R:1
Ti 0.95765 -1.24077 1.20472 2.533
O -2.49489 0.17785 4.28987 0.001
C -1.48101 -0.67561 4.21805 0.003
O -0.36181 -0.39710 3.73120 0.024
O -1.76688 -1.75572 4.69504 0.002
H -3.15687 -0.41012 4.66091 0.000
O 4.11022 1.35299 0.67742 0.001
C 3.54814 0.87363 1.76092 0.007
O 4.21367 0.62183 2.77363 0.004
O 2.33130 0.70428 1.75526 0.039
H 4.91942 1.55729 1.15182 0.000
C 1.32321 3.27964 -1.08125 0.000
C 0.43231 3.41805 0.27787 0.001
C -0.86090 4.24232 0.10835 0.000
O -1.45626 4.69333 1.39625 0.000
C -2.57794 5.50951 1.30518 0.000
N -0.01048 2.10825 0.65712 0.010
H 2.04408 2.46572 -1.00391 0.000
H 1.79382 4.22297 -1.35830 0.000
H 0.77500 2.87128 -1.93026 0.000
H 1.09211 3.82350 1.04492 0.000
H -1.55432 3.70135 -0.53557 0.000
H -0.71569 5.17736 -0.43269 0.000
H -2.42906 6.58682 1.37821 0.000
H -3.19364 5.27592 2.17376 0.000
H -3.18140 5.34097 0.41325 0.000
H -0.43348 2.05544 1.57275 0.001
H 0.88494 1.74421 0.95003 0.003
C 4.05453 -2.63838 -1.58359 0.006
C 3.00152 -1.67968 -1.04056 0.025
C 2.20006 -0.81787 -2.05561 0.021
O 3.03350 -0.24172 -3.17528 0.008
C 2.38579 0.84871 -3.88948 0.000
N 2.04710 -2.56035 -0.32423 0.077
H 4.71276 -3.02618 -0.80613 0.002
H 4.66708 -2.20380 -2.37354 0.000
H 3.60926 -3.45898 -2.14612 0.001
H 3.48059 -1.03751 -0.30150 0.007
H 1.86250 0.10340 -1.58083 0.013
H 1.36374 -1.37487 -2.47802 0.006
H 1.56099 0.52020 -4.52185 0.000
H 2.94149 1.33951 -4.68849 0.000
H 1.90225 1.66772 -3.35702 0.000
H 2.47866 -3.25620 0.26709 0.046
H 1.72366 -3.18961 -1.04500 0.010
C -1.71746 -3.39890 1.36167 0.027
C -1.88010 -2.48159 0.19543 0.017
C -3.30728 -2.29126 -0.34546 0.002
O -3.53572 -3.55242 -1.00059 0.001
C -4.84328 -3.62106 -1.63597 0.000
N -1.39705 -1.18505 0.72621 0.040
H -2.58634 -3.19915 1.98876 0.000
H -0.73448 -3.26956 1.81456 0.041
H -1.81160 -4.43786 1.04577 0.002
H -1.13114 -2.69611 -0.56690 0.010
H -3.37437 -1.48931 -1.08063 0.001
H -4.10507 -2.21338 0.39316 0.001
H -5.58575 -3.00871 -1.12424 0.000
H -5.08576 -4.68286 -1.59266 0.000
H -4.97046 -3.27336 -2.66117 0.000
H -1.91319 -1.05486 1.58455 0.003
H -1.79754 -0.46434 0.14288 0.004
```

The calculation puts the max |F| at 4.3 eV Å⁻¹. As for the spin multiplicity: 4. The calculation puts the molar mass at 437.31 g/mol. Its gap between HOMO and LUMO (alpha / beta) is 0.15618 / 0.25314 Eh. The charge is -1. As for the expectation value of S²: 3.752. For the total energy, the calculation gives -61096.12425 eV.

---

(4)
2 unconnected molecules or ions with the total composition C11H13NO2P. Source: the Open Molecules 2025 dataset; level of theory: the ωB97M-V functional and the def2-TZVPD basis.

```
28
Properties=species:S:1:pos:R:3:mulliken_charge:R:1
C 0.62914 1.32110 2.49293 0.519
C 0.32461 -0.33062 -2.77670 -0.613
C -0.78379 0.42330 -2.53383 -0.781
C 0.92205 -1.07462 -1.76976 -0.762
C -1.40501 0.30362 -1.32174 1.235
C -0.98269 -0.58282 -0.34174 0.026
C 0.25134 -1.20338 -0.54709 0.709
C -2.62073 1.22850 -1.17903 -1.662
C -1.81629 -0.81660 0.86732 -1.260
C 2.87090 0.71129 1.85213 -1.070
C 1.52783 1.10311 1.39955 -0.511
N 0.08808 1.49384 3.52977 -0.690
O 0.19932 -2.34919 1.91225 -0.663
O 2.48806 -2.38994 0.60691 -0.737
P 1.10146 -1.77651 0.84138 0.937
H 0.88813 -0.30877 -3.64517 0.431
H -1.30724 0.97319 -3.32879 0.289
H 1.95472 -1.44415 -1.89489 0.414
H -3.56925 0.87111 -0.68821 0.355
H -2.42452 2.14172 -0.63019 0.347
H -3.14664 1.57330 -2.14671 0.330
H -1.10502 -0.73716 1.66762 0.166
H -2.72115 -0.31941 0.79271 0.523
H -2.12162 -1.92831 0.80977 0.263
H 3.28978 0.03549 1.11710 0.276
H 2.70303 0.07681 2.75012 0.293
H 3.51826 1.57957 1.82465 0.365
H 1.24725 1.42550 0.33966 0.270
```

The calculation puts the max |F| at 4.4 eV Å⁻¹. Its energy relative to the best compared isomer or geometry (same formula, charge and spin) is 111.75 kJ/mol. The calculation puts the molar mass at 222.20 g/mol. Its gap between HOMO and LUMO (alpha / beta) is 0.23099 / 0.23087 Eh. The charge is -1. For the total energy, the calculation gives -26491.93085 eV.

---

- What is the molar mass in the fourth record?
  222.20 g/mol

---

- What is the molar mass in the first record?
  350.35 g/mol

---

- Among the records above, which one has the lowest max |F|?
  C18H23O5P

---

- Look up the charge of the second one.
  0